Record 1
This record from the OMol25 dataset describes the molecule C3H6N2OS. The level of theory is ωB97M-V/def2-TZVPD.

Structure (XYZ):
```
13
Properties=species:S:1:pos:R:3
C 2.212 0.781 -0.046
C 1.819 -0.525 0.163
N 0.627 -1.221 0.371
S -0.696 -0.041 -0.169
C -2.134 -1.056 -0.054
N -3.241 -0.479 -0.046
O -3.452 0.881 0.323
H 2.181 1.448 1.045
H 1.494 1.424 -0.776
H 3.278 0.986 -0.316
H 2.670 -1.452 -0.006
H -2.237 -2.184 -0.370
H -2.521 1.438 -0.120
```

**Kohn-Sham gap**: 8.8536 eV
**HOMO energy**: -8.93 eV
**LUMO level**: -0.08 eV
**2S+1**: 1
**Structure (SMILES)**: C/C=N\S/C=N\O
**Electronic energy**: -700.6277 a.u.


Record 2
This record from the OMol25 dataset describes the molecule C3H6N2OS. The level of theory is ωB97M-V/def2-TZVPD.

Structure (XYZ):
```
13
Properties=species:S:1:pos:R:3
C 0.631 1.087 0.054
C -0.174 -0.193 -0.120
N 0.364 -1.359 -0.094
N 1.709 -1.436 0.167
C -1.674 -0.140 0.016
O -2.092 1.146 0.017
S -2.705 -1.429 0.041
H 1.117 1.204 1.038
H 0.125 2.007 -0.199
H 1.473 1.056 -0.602
H 2.015 -2.355 -0.110
H 2.275 -0.762 -0.240
H -3.064 1.173 0.033
```

**Kohn-Sham gap**: 8.5622 eV
**HOMO energy**: -8.71 eV
**LUMO level**: -0.14 eV
**2S+1**: 1
**Structure (SMILES)**: C/C(=N\N)C(O)=S
**Electronic energy**: -700.8031 a.u.


Record 3
This record from the OMol25 dataset describes the molecule C3H6N2OS. The level of theory is ωB97M-V/def2-TZVPD.

Structure (XYZ):
```
13
Properties=species:S:1:pos:R:3
C -2.233 0.324 -1.552
N -1.517 0.412 -0.506
S -0.049 1.265 -0.656
C 0.643 0.845 0.980
C 1.442 -0.465 1.098
N 1.182 -1.444 0.180
O 2.150 -0.625 2.040
H -3.162 -0.140 -1.681
H -1.897 0.714 -2.487
H -0.244 0.688 1.625
H 1.170 1.663 1.409
H 0.662 -1.072 -0.636
H 1.852 -2.166 0.186
```

**Kohn-Sham gap**: 9.6963 eV
**HOMO energy**: -9.05 eV
**LUMO level**: 0.65 eV
**2S+1**: 1
**Structure (SMILES)**: C=NSCC(N)=O
**Electronic energy**: -700.8261 a.u.